Entry 1:
A structure of composition C47H35AsCsIN4O3, computed with the ωB97M-V functional and the def2-TZVPD basis.

```
92
Properties=species:S:1:pos:R:3:forces:R:3:lowdin_charge:R:1
Cs 0.055354 -0.600458 -0.251039 0.56 0.18 0.14 1.101
O 0.109642 -3.062252 1.207889 -0.04 -0.13 -0.01 -0.198
C 0.109392 -2.241275 2.179403 -0.05 0.04 -0.20 -0.705
N -0.977160 -1.723890 2.746556 -0.07 0.15 -0.18 0.079
C -2.248299 -2.219886 2.503910 -0.10 -0.07 -0.02 -0.230
C -2.766102 -3.158300 3.418485 0.06 0.00 0.05 -0.043
C -4.072994 -3.611774 3.408949 -0.01 0.00 -0.02 -0.141
C -4.955349 -3.133216 2.449070 0.02 -0.01 0.01 -0.147
C -4.477348 -2.226586 1.515729 0.03 -0.09 -0.05 -0.079
C -3.159196 -1.763619 1.504339 -0.04 0.07 -0.02 -0.228
N -2.816534 -0.910940 0.416165 0.02 -0.06 0.05 0.033
C -2.759136 0.387201 0.551061 0.18 -0.03 -0.09 -0.622
O -2.446306 1.175222 -0.391317 0.08 -0.09 0.05 -0.145
C -2.929102 1.042306 1.904628 -0.01 -0.05 -0.01 -0.192
C -4.158611 1.103004 2.554323 0.02 -0.02 0.04 -0.009
C -4.237057 1.764061 3.766117 0.01 0.01 0.00 -0.082
C -3.085492 2.326893 4.297940 0.00 -0.03 0.02 -0.089
C -1.904659 2.198599 3.582725 0.02 -0.08 0.03 -0.143
N -1.819351 1.582255 2.409298 -0.02 0.14 -0.07 0.146
C 1.406672 -1.680818 2.630339 -0.07 0.06 -0.03 -0.200
C 1.438592 -0.618229 3.521784 0.00 -0.04 0.03 -0.093
C 2.534886 0.193344 3.742229 0.04 0.01 -0.02 -0.163
C 3.652794 -0.046787 2.889577 -0.04 -0.02 0.03 -0.144
C 3.689074 -1.074646 2.019717 0.02 0.04 -0.03 -0.165
N 2.652153 -2.058761 1.957286 -0.01 -0.07 0.03 -0.008
H -2.076033 -3.507800 4.178615 0.00 0.00 0.00 0.102
H -4.399166 -4.334005 4.150529 0.00 0.00 0.00 0.078
H -5.987450 -3.464920 2.418355 0.00 0.00 -0.01 0.075
H -5.127991 -1.858959 0.727957 -0.01 0.00 0.01 0.098
H -5.019854 0.620454 2.112941 0.00 0.00 0.00 0.110
H -5.179707 1.830830 4.297070 0.00 -0.01 0.00 0.095
H -3.093769 2.836926 5.252805 0.00 0.01 0.00 0.087
H -0.974330 2.595638 3.978519 0.00 0.02 -0.01 0.101
H 0.488581 -0.413356 4.001016 -0.01 -0.01 -0.01 0.094
H 2.497561 1.043007 4.409616 0.00 0.00 0.00 0.052
H 4.513918 0.613746 2.895459 0.00 0.00 0.00 0.086
H 4.561223 -1.257853 1.418601 -0.01 0.02 -0.01 0.047
I 3.695948 -1.412968 -1.264843 -0.16 -0.15 0.15 0.927
C 4.620401 -3.030749 -0.251964 0.03 0.04 -0.01 -0.600
C 5.776119 -3.408801 -0.898292 0.01 0.01 -0.01 -0.233
C 6.431791 -4.595363 -0.528205 -0.01 0.00 0.01 -0.127
C 5.854336 -5.411149 0.395039 0.00 0.01 0.00 -0.072
C 4.644556 -5.058728 1.055279 -0.01 -0.01 0.01 -0.189
C 4.024737 -5.991705 1.896363 0.00 0.00 0.01 -0.107
C 2.824780 -5.656397 2.501509 0.01 0.01 -0.01 -0.107
C 2.286568 -4.391905 2.404133 -0.02 -0.01 -0.01 -0.023
C 2.963290 -3.358139 1.714692 0.02 0.03 0.05 -0.167
C 4.063107 -3.753777 0.842247 0.02 -0.01 -0.01 -0.115
H 6.148922 -2.820325 -1.724287 0.00 0.00 0.00 0.053
H 7.354556 -4.876606 -1.022994 0.00 0.00 0.00 0.088
H 6.297416 -6.370440 0.640608 0.00 0.00 0.00 0.097
H 4.478147 -6.967067 2.028994 0.00 0.00 0.00 0.083
H 2.305012 -6.388887 3.110442 0.00 0.00 0.00 0.093
H 1.379920 -4.160606 2.933014 -0.02 0.02 0.00 0.095
C -4.564614 3.279859 -3.837404 0.00 0.00 0.00 -0.109
C -3.581338 4.236235 -3.614325 0.00 0.00 0.00 -0.101
C -2.291146 3.838994 -3.297770 0.00 0.00 0.00 -0.096
C -1.978294 2.487934 -3.198922 0.01 0.10 -0.05 -0.377
C -2.962456 1.533300 -3.416620 0.02 -0.03 0.01 -0.111
C -4.253397 1.932075 -3.739775 -0.01 0.01 0.00 -0.085
As -0.173954 1.881676 -2.760748 -0.21 0.04 -0.18 1.333
C 0.783600 2.944545 -4.087000 0.09 0.08 0.04 -0.333
C 0.886168 2.701232 -5.448092 -0.01 -0.01 -0.01 -0.098
C 1.652679 3.539332 -6.247318 -0.01 0.00 0.01 -0.106
C 2.332284 4.610763 -5.678318 0.00 -0.01 -0.01 -0.104
C 2.241805 4.854654 -4.316571 0.00 0.02 0.01 -0.039
C 1.462254 4.027277 -3.512993 0.01 -0.01 -0.05 -0.202
C 1.246021 4.185110 -2.061764 -0.02 0.01 0.10 -0.209
C 1.805095 5.171228 -1.254155 0.02 0.02 -0.01 -0.042
C 1.489944 5.212181 0.095523 -0.01 0.00 0.01 -0.091
C 0.615785 4.282580 0.647664 0.01 -0.01 0.01 -0.068
C 0.054246 3.289555 -0.144422 -0.02 0.03 0.00 -0.075
C 0.377212 3.245328 -1.493501 -0.02 0.01 -0.04 -0.325
H -5.576070 3.587963 -4.075454 0.00 0.00 0.00 0.090
H -3.822500 5.290868 -3.678703 0.00 0.00 0.00 0.092
H -1.525280 4.585149 -3.114167 0.00 0.00 0.00 0.103
H -2.727197 0.481530 -3.308135 0.00 0.00 0.00 0.080
H -5.021289 1.183807 -3.893253 0.00 0.00 0.00 0.099
H 0.364933 1.859458 -5.889661 0.00 0.00 0.00 0.102
H 1.726379 3.354474 -7.312105 0.00 0.00 0.00 0.092
H 2.937231 5.258165 -6.301859 0.00 0.00 0.00 0.092
H 2.776265 5.691481 -3.882561 0.00 0.00 0.00 0.098
H 2.487698 5.903946 -1.669251 0.00 -0.01 -0.01 0.096
H 1.933124 5.974216 0.725588 0.00 0.00 0.00 0.094
H 0.376014 4.320316 1.702726 -0.01 -0.01 0.00 0.101
H -0.645507 2.577518 0.279731 -0.03 -0.03 0.02 0.063
C -1.636395 -3.001179 -2.133129 -0.11 0.07 -0.02 -0.175
O -1.927676 -1.641217 -2.441005 -0.04 -0.02 0.13 -0.247
H -2.549625 -3.604875 -2.131725 0.03 -0.04 0.02 0.076
H -1.153117 -3.115704 -1.157187 -0.03 -0.05 0.02 0.041
H -0.966713 -3.379487 -2.906294 0.01 0.01 0.00 0.075
H -2.380626 -1.271788 -1.655455 -0.11 -0.03 0.13 0.010
```
Positions in Å, forces in eV/Å.

As for the energy relative to the best compared isomer or geometry (same formula, charge and spin): 159.4 kJ/mol. The largest force on an atom comes out at 0.60 eV/A. Its energy is -130897.5540 eV. The value obtained for the frontier orbital gap is 3.261 eV. The HOMO energy comes out at 0.40 eV. The net charge is -2.

Entry 2:
A structure of composition C47H36BrCoN10O3P2 in a non-equilibrium geometry, computed with the ωB97M-V functional and the def2-TZVPD basis.

```
100
Properties=species:S:1:pos:R:3:forces:R:3:lowdin_charge:R:1
Co -0.255994 0.086070 0.197112 -0.84 -0.34 -0.82 0.450
C 5.284920 -0.892473 4.793289 -0.04 0.02 0.01 -0.018
C 4.445236 0.309318 4.326297 0.10 -0.01 0.05 -0.424
C 4.917517 1.587192 5.041087 -0.04 -0.03 -0.01 -0.023
C 4.625381 0.482017 2.821552 -0.20 -0.06 0.06 -0.094
C 5.857853 0.786850 2.247415 0.04 0.03 -0.06 -0.031
C 6.004548 0.892851 0.874669 0.12 0.01 -0.01 -0.071
C 4.927225 0.673373 0.022511 -0.11 0.02 0.07 -0.068
C 3.689350 0.361106 0.554184 -0.29 0.09 0.21 -0.225
P 2.160244 -0.225721 -0.311581 0.83 -0.29 -0.26 1.129
C 2.654322 -1.994458 -0.163180 -0.09 0.02 -0.02 -0.322
C 1.934607 -2.803565 0.709036 -0.05 0.05 -0.07 -0.089
C 2.293353 -4.126706 0.908682 0.07 -0.03 0.03 -0.069
C 3.384224 -4.652394 0.234202 0.04 -0.06 0.00 -0.094
C 4.122177 -3.848088 -0.622456 0.05 0.01 -0.04 -0.087
C 3.764363 -2.522730 -0.817338 -0.03 -0.05 0.13 -0.087
C 2.542639 0.188969 -2.048685 0.02 0.18 0.03 -0.344
C 2.405533 -0.719088 -3.095165 -0.08 -0.04 0.05 -0.089
C 2.702427 -0.334587 -4.395655 -0.01 -0.04 -0.02 -0.084
C 3.116527 0.960200 -4.665118 0.00 0.06 -0.04 -0.097
C 3.205103 1.886395 -3.634707 0.01 0.02 -0.01 -0.082
C 2.917507 1.505904 -2.333999 -0.09 -0.19 -0.02 -0.113
C 3.572427 0.293197 1.945240 0.23 0.08 -0.22 -0.194
O 2.315083 -0.027501 2.359283 0.06 0.05 0.07 -0.041
C 2.013397 -0.046096 3.678247 -0.18 -0.06 0.30 -0.202
C 0.651722 -0.168193 3.954786 0.19 0.01 -0.38 -0.254
C 0.248286 -0.272811 5.275190 0.06 0.05 -0.04 -0.062
C 1.195825 -0.232023 6.287946 -0.06 -0.01 0.10 -0.069
C 2.536559 -0.049899 5.985076 -0.01 0.00 -0.01 -0.027
C 2.978798 0.059740 4.670877 0.09 0.05 -0.19 -0.088
P -0.539265 -0.012943 2.547690 -0.07 0.08 1.29 1.115
C -1.717514 -1.314589 3.048309 -0.01 -0.13 -0.17 -0.343
C -1.113354 -2.573624 3.145924 0.00 0.05 0.00 -0.104
C -1.869080 -3.717395 3.318120 -0.01 -0.02 0.01 -0.074
C -3.251111 -3.622487 3.410267 -0.03 -0.03 0.02 -0.084
C -3.858375 -2.381917 3.338794 -0.03 -0.02 0.00 -0.075
C -3.100654 -1.235648 3.145865 0.03 0.08 0.05 -0.093
C -1.109279 1.687564 2.934121 -0.13 0.02 -0.10 -0.328
C -0.089992 2.644673 2.971976 -0.01 -0.11 0.02 -0.110
C -0.381032 3.985300 3.136437 0.04 0.03 0.00 -0.084
C -1.699165 4.399989 3.265897 -0.05 0.00 0.00 -0.087
C -2.716828 3.463856 3.217952 -0.02 0.03 0.02 -0.081
C -2.427036 2.116659 3.044130 -0.02 -0.10 0.00 -0.084
H 6.338951 -0.745903 4.551843 0.00 0.01 0.01 0.081
H 4.944658 -1.805118 4.302231 0.01 -0.01 0.01 0.098
H 5.193514 -1.025842 5.873126 0.01 -0.01 0.00 0.080
H 5.974733 1.772405 4.847086 0.00 0.00 -0.01 0.078
H 4.782072 1.503712 6.120161 0.02 -0.01 0.00 0.077
H 4.344651 2.446242 4.689736 0.02 0.02 0.01 0.099
H 6.723555 0.938198 2.881327 -0.02 0.00 0.02 0.109
H 6.975352 1.129374 0.457135 -0.01 0.02 0.02 0.100
H 5.054005 0.744262 -1.049745 0.03 -0.02 0.00 0.104
H 1.067201 -2.391826 1.207276 -0.03 -0.05 -0.05 0.068
H 1.715817 -4.753116 1.576619 -0.04 0.02 -0.01 0.101
H 3.661938 -5.691134 0.366259 -0.02 0.01 0.03 0.096
H 4.983505 -4.255404 -1.138426 -0.02 0.01 -0.02 0.097
H 4.358356 -1.900667 -1.474236 -0.01 0.04 -0.05 0.105
H 2.052421 -1.723076 -2.895943 0.05 -0.03 0.03 0.110
H 2.609187 -1.050133 -5.203410 -0.03 -0.01 0.03 0.101
H 3.354318 1.253683 -5.680439 -0.02 0.00 0.01 0.097
H 3.492252 2.909107 -3.844971 0.00 0.00 0.01 0.102
H 2.957600 2.220374 -1.524778 0.03 0.14 0.01 0.086
H -0.806431 -0.368421 5.502768 0.01 -0.02 0.03 0.117
H 0.885037 -0.320078 7.321235 0.01 0.01 -0.01 0.101
H 3.254601 0.008567 6.794368 0.01 0.01 0.00 0.110
H -0.033178 -2.651782 3.079885 -0.03 -0.06 -0.01 0.093
H -1.383736 -4.684090 3.358632 0.01 0.01 0.02 0.102
H -3.851936 -4.516315 3.520452 0.01 0.00 0.02 0.100
H -4.935785 -2.296477 3.391576 0.00 -0.01 0.00 0.106
H -3.618714 -0.296518 3.055959 0.00 -0.07 -0.09 0.073
H 0.939979 2.340803 2.827958 0.02 0.03 0.00 0.100
H 0.421928 4.710393 3.127116 0.00 -0.01 -0.02 0.106
H -1.932801 5.451131 3.375819 0.02 0.00 0.00 0.101
H -3.751515 3.774106 3.295030 0.01 0.01 -0.01 0.103
H -3.247837 1.421405 2.977063 0.02 0.07 -0.06 0.076
N -2.430484 2.697790 -0.461476 -0.02 0.08 -0.05 0.155
C -2.998314 1.464679 -0.248701 -0.15 -0.49 0.15 -0.478
N -4.299968 1.239408 -0.316159 0.06 0.29 -0.11 0.026
N -4.427831 -0.076155 -0.060463 0.08 -0.09 0.05 -0.080
N -3.277090 -0.608301 0.154187 -0.09 -0.19 0.10 -0.052
N -2.325570 0.344938 0.056871 0.11 0.37 -0.13 -0.042
C -1.102138 2.969351 -0.289955 0.49 -0.09 0.01 -0.459
N -0.585197 4.187067 -0.225019 -0.34 0.08 -0.11 0.034
N 0.730829 3.991529 -0.042558 0.05 -0.16 0.10 -0.079
N 0.994092 2.734979 0.018048 0.29 0.10 -0.15 -0.077
N -0.147859 2.033911 -0.165874 0.06 0.47 0.11 -0.065
H -3.050736 3.475782 -0.600025 -0.02 0.00 0.03 0.140
Br -2.615478 1.686091 -4.721346 -0.01 -0.02 0.03 0.702
C -2.763868 -0.032685 -3.930196 0.00 0.05 -0.09 -0.665
C -3.850608 -0.834309 -4.236512 0.06 0.02 0.01 -0.203
N -4.000458 -2.047661 -3.717788 -0.09 -0.08 -0.02 0.071
C -3.070656 -2.484848 -2.875353 0.06 -0.01 0.04 -0.084
C -1.950558 -1.746732 -2.511954 0.04 0.07 0.07 -0.125
C -1.790195 -0.483665 -3.060853 -0.05 -0.01 0.11 -0.070
C -0.938540 -2.328883 -1.545837 0.07 -0.19 -0.35 -0.586
O -0.894548 -3.540976 -1.401293 -0.07 0.14 0.15 0.052
O -0.115723 -1.484845 -1.013132 -0.08 0.14 0.10 -0.207
H -4.617431 -0.492272 -4.922176 0.02 0.04 0.02 0.095
H -3.209757 -3.470416 -2.449033 0.02 0.01 -0.01 0.118
H -0.935681 0.129375 -2.803394 0.01 -0.01 0.00 0.105
```
Positions in Å, forces in eV/Å.

The largest force on an atom comes out at 1.30 eV/A. Its energy is -196617.9900 eV. Its multiplicity is 4. The value obtained for the frontier orbital gap (alpha / beta) is 7.437 / 7.470 eV. The HOMO energy (alpha / beta) comes out at -5.33 / -5.36 eV. The net charge is -1.